# 1
51
Properties=species:S:1:pos:R:3:forces:R:3 method="wB97M-V/def2-TZVPD" e_above_lowest_kcal_mol=1.8 e_homo_ev="-15.475 / -15.465" spin_multiplicity=1 total_energy_ev=-58305.3694 gap_ev="6.882 / 6.875" e_lumo_ev="-8.592 / -8.590" total_charge=+2
Ti 8.626 6.483 7.101 3.02 -0.99 2.04
C 7.310 8.985 8.647 -0.20 -0.98 0.99
O 7.906 7.661 8.825 0.34 0.31 -2.54
C 8.285 7.265 10.131 0.79 -0.60 0.13
C 8.349 5.738 9.982 0.11 -0.31 1.63
O 9.355 5.467 8.976 -1.04 1.35 -1.16
C 10.347 4.463 9.193 0.90 -0.83 0.64
C 11.201 4.815 10.440 0.66 0.28 -0.54
O 12.412 5.505 10.045 -1.18 -0.61 -0.26
C 13.302 5.752 11.144 -1.12 0.69 -0.17
H 6.320 8.862 9.076 -0.26 0.52 -0.18
H 7.283 9.220 7.590 0.05 0.05 0.05
H 7.896 9.668 9.240 0.14 0.53 -0.07
H 7.583 7.650 10.878 -0.16 -0.40 -0.17
H 9.289 7.705 10.356 -0.63 -0.46 -0.09
H 7.414 5.254 9.630 0.52 0.67 0.49
H 8.638 5.320 10.966 -0.09 -0.02 -0.64
H 11.001 4.466 8.278 -0.78 -0.23 0.90
H 9.842 3.463 9.351 0.52 1.08 -0.39
H 11.434 3.870 10.972 -0.01 0.60 -0.08
H 10.623 5.508 11.082 0.26 -0.56 0.04
H 13.486 4.818 11.639 0.21 -0.36 0.56
H 12.870 6.526 11.834 0.44 -0.74 -0.47
H 14.202 6.110 10.682 0.46 0.26 0.05
C 6.264 7.926 3.773 0.99 0.56 -0.19
C 6.758 7.375 5.044 2.86 0.39 1.13
N 7.966 7.728 5.609 -2.18 -0.59 -1.31
O 8.788 8.448 4.754 0.76 0.77 1.10
C 6.116 6.360 5.805 -0.93 -1.40 1.58
C 4.768 5.774 5.599 0.00 -0.94 0.91
N 6.820 5.929 6.858 -2.54 0.94 -1.69
O 6.439 5.175 7.789 0.81 0.21 -0.77
H 7.049 8.583 3.387 -0.30 -0.17 -0.15
H 5.378 8.543 3.898 -0.31 -0.20 0.17
H 6.084 7.132 3.050 -0.19 -0.10 0.05
H 9.341 9.021 5.356 -0.70 -0.65 -0.86
H 4.809 5.065 4.773 0.02 -0.14 -0.14
H 4.047 6.525 5.317 -0.41 0.16 0.22
H 4.499 5.166 6.534 0.11 1.17 -1.41
O 8.945 5.122 3.865 -0.17 -0.59 1.64
C 9.232 4.534 4.900 1.15 -1.35 -4.12
O 9.178 5.032 6.074 -0.81 1.59 2.93
H 9.742 3.522 4.873 -0.80 0.73 0.07
N 11.291 6.642 4.740 -0.93 1.07 1.89
C 11.401 6.704 6.084 0.97 -0.52 -0.59
N 12.536 6.160 6.591 -0.86 0.55 -0.81
O 10.488 7.222 6.848 0.14 -0.50 -0.76
H 11.964 6.132 4.239 0.78 -0.58 -0.82
H 10.472 6.978 4.250 0.03 0.03 0.12
H 13.304 5.914 5.973 -0.36 0.08 0.24
H 12.663 5.974 7.563 -0.08 0.25 0.79


# 2
47
Properties=species:S:1:pos:R:3:forces:R:3 method="wB97M-V/def2-TZVPD" e_above_lowest_kcal_mol=65.8 e_homo_ev=-8.072 spin_multiplicity=1 total_energy_ev=-27947.6860 gap_ev=8.443 smiles="[H]/N=C(/N)NCCC[C@H](N)C(=O)N[C@@H](CCCCN)C(=O)O" e_lumo_ev=0.371
H -4.737 -0.813 -2.468 -0.95 1.24 2.04
N -5.347 -0.268 -1.764 0.06 -1.03 -0.84
C -4.761 0.250 -0.753 0.60 1.61 -0.69
N -5.396 1.092 0.175 0.96 0.19 1.12
N -3.402 0.294 -0.603 2.18 0.29 1.20
C -2.513 0.579 0.553 0.19 -2.22 -0.71
C -2.568 -0.514 1.674 0.63 1.87 0.46
C -1.874 -1.851 1.361 -1.87 0.70 0.08
C -0.420 -1.687 0.850 -0.55 -1.67 1.11
N 0.473 -0.675 1.459 -0.28 0.00 0.69
C -0.393 -1.555 -0.664 -0.49 -0.38 1.58
O -1.416 -1.619 -1.313 -0.83 -0.11 -0.65
N 0.742 -1.269 -1.282 0.44 -0.72 -1.43
C 2.129 -1.414 -0.984 0.00 0.89 -0.16
C 2.616 -0.066 -0.463 1.95 1.05 0.05
C 1.853 1.127 -1.114 0.22 -0.96 2.12
C 2.472 2.534 -1.037 -1.56 -0.68 -2.64
C 2.871 3.019 0.285 -1.14 0.16 1.86
N 4.190 2.523 0.608 0.05 0.78 -0.74
C 2.449 -2.702 -0.266 0.19 -0.26 -0.14
O 1.724 -3.535 0.231 1.40 0.92 -0.64
O 3.788 -2.813 -0.485 0.06 -1.11 0.82
H -6.274 1.493 -0.035 -0.95 -0.21 -0.67
H -4.828 1.810 0.663 -0.28 -1.21 -0.80
H -2.859 -0.341 -1.130 -0.18 -0.92 -1.12
H -2.640 1.528 0.944 -0.92 1.95 1.05
H -1.477 0.677 0.169 -0.59 -0.36 -0.27
H -1.986 -0.073 2.578 -1.30 -0.54 -1.19
H -3.661 -0.551 1.871 0.76 -0.55 0.48
H -2.549 -2.477 0.717 1.11 0.65 0.00
H -1.911 -2.406 2.304 0.51 0.04 0.01
H -0.077 -2.731 1.165 0.50 1.68 -0.89
H 0.523 -0.797 2.461 0.12 -0.54 0.14
H 0.235 0.327 1.412 -0.45 -0.83 -0.73
H 0.538 -1.102 -2.240 -0.06 0.01 -0.86
H 2.775 -1.532 -1.894 -1.42 -0.04 0.16
H 2.580 0.008 0.604 -0.44 -0.04 0.62
H 3.690 0.007 -0.669 0.00 0.02 -0.32
H 0.825 0.929 -0.745 0.38 1.37 0.31
H 1.693 0.930 -2.110 0.03 -0.60 -2.71
H 3.378 2.612 -1.710 -0.84 -0.36 0.72
H 1.711 3.205 -1.564 0.80 -0.60 0.94
H 2.818 4.101 0.144 0.71 0.13 0.77
H 2.136 2.761 1.149 0.61 0.39 -1.51
H 4.195 1.538 0.818 0.13 0.14 0.46
H 4.585 3.131 1.290 0.63 -0.30 0.77
H 4.101 -3.686 -0.194 -0.10 0.17 0.14


# 3
44
Properties=species:S:1:pos:R:3:forces:R:3 method="wB97M-V/def2-TZVPD" e_homo_ev=-10.216 spin_multiplicity=1 total_energy_ev=-25149.8089 gap_ev=10.625 smiles="O=C1OC[C@@H](CCCO)O1.CC(C)O.CC(C)O" e_lumo_ev=0.409
O 1.669 3.518 -1.200 2.43 5.05 1.12
C 1.316 2.465 -1.429 -1.67 -4.03 -1.44
O 1.521 1.357 -0.668 -0.17 -0.18 0.98
C 0.266 0.699 -0.675 -0.77 -0.39 -0.54
C -0.277 1.065 -2.050 0.55 -2.02 -1.37
C -1.762 1.177 -2.223 0.22 1.73 0.66
C -2.378 2.490 -1.681 -0.71 -0.90 -0.20
C -3.639 2.136 -0.889 0.95 0.10 -0.47
O -4.557 1.479 -1.735 -0.48 -0.30 -0.05
O 0.565 2.126 -2.509 -0.99 0.51 0.59
H 0.311 -0.380 -0.662 0.71 -0.28 0.31
H -0.389 0.965 0.151 0.12 0.61 0.24
H 0.000 0.228 -2.692 0.12 -0.18 -0.12
H -1.987 1.096 -3.270 -0.22 -0.28 -0.43
H -2.189 0.344 -1.678 -0.04 -0.46 -0.01
H -2.724 3.061 -2.527 0.22 0.56 -0.22
H -1.682 3.066 -1.084 0.18 0.21 0.13
H -3.301 1.513 -0.065 -0.41 -0.20 0.45
H -4.136 3.026 -0.542 -0.16 0.29 0.35
H -4.382 0.533 -1.760 0.07 0.10 0.11
C -1.533 -2.236 2.304 0.17 0.08 -0.09
C -2.525 -1.148 1.926 -0.20 -0.52 0.15
C -3.800 -1.245 2.749 -0.09 0.18 -0.03
O -2.838 -1.236 0.533 0.11 0.27 -0.19
H -1.958 -3.226 2.116 -0.07 0.02 0.07
H -0.626 -2.155 1.702 0.01 0.04 0.04
H -1.258 -2.173 3.357 -0.01 -0.02 0.00
H -2.068 -0.168 2.076 -0.02 0.04 -0.15
H -4.296 -2.204 2.575 0.08 -0.05 0.04
H -4.501 -0.461 2.463 0.04 0.03 0.02
H -3.590 -1.153 3.815 -0.01 -0.02 0.00
H -3.245 -2.096 0.374 0.03 0.04 0.04
C 6.270 -0.866 0.548 0.14 -0.13 0.00
C 4.991 -1.584 0.143 -0.06 0.49 0.24
C 3.964 -0.613 -0.418 -0.05 -0.14 -0.06
O 4.445 -2.276 1.267 0.00 -0.22 -0.09
H 6.064 -0.130 1.330 -0.06 0.06 -0.07
H 6.994 -1.574 0.953 -0.01 -0.02 -0.05
H 6.721 -0.351 -0.301 -0.01 0.02 0.02
H 5.222 -2.345 -0.603 -0.05 -0.12 0.10
H 3.685 0.130 0.332 0.09 0.05 -0.01
H 3.052 -1.142 -0.699 0.03 -0.03 -0.04
H 4.348 -0.091 -1.295 -0.02 0.03 0.02
H 4.235 -1.618 1.941 0.02 -0.03 -0.05


# 4
67
Properties=species:S:1:pos:R:3:forces:R:3 method="wB97M-V/def2-TZVPD" e_homo_ev=-7.935 spin_multiplicity=1 total_energy_ev=-146366.0619 gap_ev=4.517 e_lumo_ev=-3.417
C 0.038 3.001 -2.654 -0.12 0.45 -0.20
C 0.547 2.004 -3.712 -0.93 -0.27 0.25
F 1.858 2.333 -4.079 0.06 -0.02 0.01
Si 0.413 0.165 -3.130 1.01 0.30 0.10
C 1.431 -0.895 -4.318 -0.94 0.06 -0.51
N 0.917 -0.627 -5.713 0.21 0.56 0.77
C 0.993 0.159 -1.328 -0.20 -0.90 0.44
C 0.235 -0.789 -0.389 1.06 0.28 -0.11
N -1.001 -0.816 -0.155 -1.20 0.49 0.21
H 0.859 3.676 -2.367 -0.01 -0.37 -0.04
H -0.339 2.530 -1.747 0.23 0.09 0.02
H -0.782 3.635 -3.019 0.15 -0.16 -0.12
H -0.083 2.086 -4.607 0.28 0.20 -0.04
H -1.010 -0.222 -3.207 -0.14 0.06 -0.09
H 2.497 -0.665 -4.298 -0.07 -0.23 0.16
H 1.243 -1.958 -4.138 0.41 0.07 0.23
H -0.072 -0.403 -5.630 -0.10 -0.28 -0.34
H 1.337 0.254 -5.996 0.03 -0.08 -0.27
H 0.962 1.163 -0.894 -0.02 -0.08 -0.07
H 2.046 -0.149 -1.327 -0.08 0.17 0.03
H 0.839 -1.494 0.188 0.02 -0.04 -0.06
H -1.535 -0.152 -0.733 0.65 -0.44 0.04
C -4.235 2.361 -1.803 0.36 0.52 -0.20
Cl -2.755 1.453 -1.439 -0.09 0.25 -0.26
Cl -3.980 4.088 -1.579 -0.04 -0.30 0.02
Cl -4.799 2.039 -3.435 0.05 -0.12 0.40
Cl -5.396 1.787 -0.590 -1.03 -0.03 0.15
Li -4.090 0.875 1.204 0.30 1.29 -0.97
O 0.053 4.838 1.636 0.90 0.02 -0.50
C -0.822 4.210 2.417 -1.24 0.74 -0.74
C -2.239 4.087 1.734 0.88 -0.32 0.52
O -3.149 3.433 2.544 -0.93 -1.87 -0.48
H -1.013 4.665 3.422 0.07 0.13 -0.13
H -0.562 3.152 2.693 -0.40 -0.05 -0.47
H -2.039 3.616 0.746 0.01 -0.27 0.09
H -2.506 5.119 1.447 -0.30 0.05 0.39
N 3.794 -2.033 -0.009 0.07 0.11 0.23
C 4.688 -1.000 0.111 -0.07 0.20 -0.21
C 5.147 -0.989 1.400 -0.02 0.14 0.00
C 4.510 -2.058 2.086 -0.07 0.06 0.02
C 3.684 -2.685 1.192 -0.13 -0.18 -0.10
H 3.297 -2.275 -0.845 0.10 -0.19 -0.02
H 4.918 -0.365 -0.729 0.07 -0.01 0.00
H 5.862 -0.293 1.808 0.06 -0.01 -0.02
H 4.644 -2.337 3.117 0.00 -0.08 -0.02
H 3.029 -3.534 1.305 0.03 0.03 0.09
O -5.706 4.801 1.860 -0.39 -0.29 -0.13
H -5.772 5.267 2.698 0.07 0.05 0.00
H -5.163 4.025 2.067 0.67 0.32 0.09
O 0.844 6.254 -1.198 0.15 0.17 -0.23
H -0.043 5.828 -1.189 -0.11 -0.32 0.74
H 0.807 7.156 -1.576 0.02 -0.09 0.10
H 1.503 5.695 -1.663 -0.12 0.00 0.20
Cs -3.400 0.042 3.757 0.29 -0.26 0.88
F -1.232 -5.648 3.174 0.00 0.42 0.58
P 0.131 -4.736 3.122 -0.12 -2.10 0.28
F 0.762 -6.205 2.797 0.13 0.87 -0.53
F -0.789 -3.766 2.126 -0.37 0.43 -0.47
F -0.621 -3.848 4.338 -0.15 0.89 -0.08
F 1.271 -4.171 2.046 0.35 0.57 0.20
F 1.343 -4.619 4.242 -0.12 -0.05 -0.10
K 0.515 1.589 3.567 0.89 -0.37 0.17
F -0.195 -8.427 3.996 -0.12 -0.65 -0.23
Al -0.375 -9.740 2.919 0.01 0.03 0.02
F -1.729 -10.687 3.422 0.49 0.32 -0.24
F 1.042 -10.721 2.962 -0.55 0.34 -0.06
F -0.640 -9.184 1.309 0.08 -0.28 0.59


# 5
53
Properties=species:S:1:pos:R:3:forces:R:3 method="wB97M-V/def2-TZVPD" e_homo_ev=-6.561 spin_multiplicity=1 total_energy_ev=-117304.8729 gap_ev=1.716 e_lumo_ev=-4.845
C -0.093 -3.428 -0.756 -0.59 -0.17 -0.69
C 0.005 -4.447 -2.062 -1.97 0.10 -2.43
N -1.086 -4.421 -2.938 3.78 0.61 3.82
C 1.316 -5.440 -2.351 -1.68 1.86 -1.66
In 1.564 -7.073 -0.795 -0.12 -0.48 0.25
H 0.841 -3.486 -0.046 -1.96 0.08 -1.33
H -1.118 -3.681 -0.199 2.49 0.38 -0.95
H -0.248 -2.328 -1.182 0.52 -2.50 0.96
H -1.793 -3.723 -2.556 1.00 -1.03 -0.28
H 2.295 -4.811 -2.477 -1.89 -0.87 0.41
H 1.103 -5.933 -3.417 0.33 1.15 2.30
H 0.202 -6.920 0.384 0.32 0.15 -0.16
H 1.469 -8.738 -1.495 0.03 0.51 0.00
H 3.204 -6.940 -0.026 -0.27 0.23 -0.11
C 1.125 0.165 -3.037 0.31 0.01 -1.96
C 2.478 0.554 -2.535 1.20 -0.15 -1.33
O 2.243 0.868 -1.175 -1.70 -0.61 1.29
C 1.112 0.200 -0.804 3.04 -1.26 1.03
O 0.712 0.108 0.345 -0.27 0.65 -1.83
O 0.487 -0.352 -1.885 -0.39 0.64 1.58
H 1.175 -0.591 -3.825 -0.18 -0.01 0.33
H 0.553 1.024 -3.403 -0.02 -0.02 0.00
H 3.197 -0.271 -2.588 -0.10 0.03 0.04
H 2.888 1.416 -3.067 -0.08 -0.12 0.20
Mg -0.686 1.427 -0.922 -1.80 1.00 0.72
C 4.837 4.369 -2.781 -0.09 0.15 0.16
O 4.758 2.956 -2.827 -0.42 -0.60 0.21
H 5.518 4.712 -3.563 -0.12 -0.18 0.12
H 3.846 4.796 -2.951 0.10 0.27 -0.01
H 5.218 4.681 -1.805 0.01 0.24 -0.09
H 4.147 2.681 -2.123 0.56 0.22 -0.26
C -2.793 2.905 3.313 0.62 -3.84 -3.77
O -3.006 2.119 2.358 -1.79 0.60 0.93
O -1.621 2.653 3.877 1.05 -2.40 2.41
O -3.480 3.838 3.787 -1.31 1.97 0.35
H -1.450 1.923 3.249 1.17 -0.24 0.68
C -6.352 5.201 4.790 0.23 -0.01 0.28
C -6.893 4.163 3.829 -0.34 0.77 -0.17
O -8.313 4.154 3.873 -0.11 -0.01 -0.01
H -6.685 4.990 5.812 -0.03 -0.01 -0.10
H -5.259 5.218 4.772 -0.06 0.22 -0.06
H -6.725 6.198 4.534 0.18 -0.11 -0.02
H -6.536 3.166 4.102 -0.30 -0.17 -0.13
H -6.576 4.375 2.803 0.28 -0.16 0.10
H -8.620 5.042 3.621 0.13 -0.50 0.11
Na -4.270 2.678 5.111 -1.22 -1.12 1.76
C 4.990 -3.609 -0.113 -0.28 0.33 -1.13
C 4.613 -3.174 -1.520 -2.06 2.36 -7.58
N 4.300 -2.813 -2.686 2.43 -2.63 9.30
H 5.651 -2.867 0.343 -0.10 -0.03 -0.22
H 4.090 -3.710 0.500 0.07 -0.07 -0.24
H 5.507 -4.572 -0.147 -0.21 0.12 -0.12
Br -1.839 4.750 2.651 1.61 4.67 -2.69